An isolated molecule of C23H19N3O7 at a distorted geometry, computed with wB97M-V/def2-TZVPD.

As for the highest occupied orbital energy: -8.4918 eV. The LUMO energy comes out at -0.54 eV. The orbital gap is 7.95 eV. Its SMILES is O=C(N[C@H](Cc1ccccc1)C(=O)O)/C(=C\c1cccc([N+](=O)[O-])c1)NC(=O)c1ccco1.

Element x y z (Å)
O -1.635 -1.591 1.449
C -1.072 -0.898 0.618
N 0.161 -1.155 0.148
C 0.931 -2.294 0.578
C 2.326 -1.901 1.083
C 3.227 -1.186 0.109
C 4.408 -0.645 0.616
C 5.283 0.051 -0.195
C 4.993 0.222 -1.539
C 3.836 -0.327 -2.059
C 2.962 -1.030 -1.245
C 0.971 -3.348 -0.521
O 0.376 -3.272 -1.562
O 1.724 -4.394 -0.182
C -1.781 0.278 0.003
C -1.220 1.355 -0.577
C 0.185 1.737 -0.565
C 0.747 2.356 -1.687
C 2.064 2.780 -1.690
C 2.855 2.613 -0.568
C 2.296 2.013 0.554
N 3.101 1.829 1.732
O 2.673 1.085 2.592
O 4.158 2.416 1.796
C 0.979 1.584 0.570
N -3.148 0.069 0.094
C -4.172 0.847 -0.379
O -4.016 1.852 -1.040
C -5.498 0.324 -0.009
C -5.901 -0.756 0.745
C -7.310 -0.728 0.748
C -7.661 0.359 0.000
O -6.582 0.992 -0.454
H 0.522 -0.612 -0.619
H 0.375 -2.742 1.414
H 2.825 -2.813 1.421
H 2.199 -1.255 1.957
H 4.634 -0.771 1.665
H 6.186 0.467 0.225
H 5.669 0.772 -2.176
H 3.606 -0.213 -3.108
H 2.085 -1.467 -1.696
H 1.716 -5.064 -0.885
H -1.884 2.047 -1.077
H 0.134 2.497 -2.565
H 2.476 3.246 -2.571
H 3.883 2.936 -0.541
H 0.575 1.156 1.475
H -3.367 -0.752 0.650
H -5.286 -1.480 1.241
H -7.968 -1.417 1.236
H -8.619 0.762 -0.265

Atomic partial charges in e from the natural (NBO) method, atoms 1 to 6:
1 O -0.635
2 C 0.660
3 N -0.601
4 C -0.172
5 C -0.454
6 C 0.077